{"formula": "C5H8NO", "method": "ωB97M-V/def2-TZVPD", "elements": ["C", "C", "C", "C", "C", "N", "O", "H", "H", "H", "H", "H", "H", "H", "H"], "positions_angstrom": [[2.04527, 1.14764, -0.46109], [1.17883, -1.24785, -0.62795], [-2.91785, 0.75522, 0.38797], [1.25946, -0.91035, 0.83402], [-1.83409, -0.17857, -0.04586], [1.70580, -0.01284, -0.17942], [-2.85475, -0.10759, -0.74303], [2.22425, 1.73070, 0.34743], [1.89828, 1.63955, -1.38339], [1.77919, -1.78264, -1.18014], [0.21131, -1.18852, -1.05404], [-3.51042, 0.31793, 1.20088], [-3.19866, 1.81171, 0.09710], [0.17315, -0.60040, 1.09340], [1.84022, -1.37399, 1.71412]], "lowdin_spin": [0.706, 0.074, 0.086, 0.107, 0.202, 0.559, 0.044, 0.052, 0.054, 0.014, 0.030, 0.002, 0.001, 0.045, 0.023], "multiplicity": 3, "s2": 2.0083, "charge": 1, "e_homo_ev": [-10.97, -14.24], "gap_ev": [6.39, 4.66], "max_force_ha_per_bohr": 0.2585}